one | This record from the Open Molecules 2025 dataset describes 2 unconnected molecules or ions with the total composition C5H11N. The level of theory is the ωB97M-V functional and the def2-TZVPD basis.

Geometry as XYZ:
```
17
C5H11N | the Open Molecules 2025 dataset | the ωB97M-V functional and the def2-TZVPD basis
C -0.55 1.57 -0.19
C -0.23 -0.60 -1.19
C 1.60 0.26 0.73
C -1.13 -1.46 -0.33
C 0.58 0.71 1.59
N -0.51 1.30 1.10
H -1.52 1.81 -0.62
H 0.31 1.92 -0.76
H 0.52 0.38 2.62
H -0.76 -0.02 -1.95
H 0.57 -1.15 -1.68
H 0.83 -0.20 -0.23
H 2.06 0.98 0.05
H 2.33 -0.44 1.14
H -0.69 -1.64 0.65
H -2.09 -0.98 -0.15
H -1.31 -2.44 -0.79
```

* E_LUMO: 0.4 eV
* orbital gap: 8.58 eV
* molecular weight: 85.15 g/mol
* net charge: 0

=====

two | This record from the Open Molecules 2025 dataset describes a molecular structure, C5H11N. The level of theory is the ωB97M-V functional and the def2-TZVPD basis.

Geometry as XYZ:
```
17
C5H11N | the Open Molecules 2025 dataset | the ωB97M-V functional and the def2-TZVPD basis
C 2.50 -0.40 0.44
C 1.32 -0.53 -0.53
C 0.09 -0.36 0.35
C -0.46 1.02 0.21
N -1.31 0.24 -0.70
C -2.63 0.04 -0.07
H 2.49 0.58 0.94
H 2.45 -1.17 1.22
H 3.46 -0.50 -0.09
H 1.41 0.21 -1.34
H 1.35 -1.53 -0.99
H -0.90 -0.84 -0.40
H 0.13 1.76 -0.33
H -0.99 1.45 1.06
H -3.22 -0.66 -0.67
H -3.14 1.01 -0.05
H -2.54 -0.34 0.96
```

* E_LUMO: 1.2 eV
* orbital gap: 9.59 eV
* molecular weight: 85.15 g/mol
* net charge: 0

=====

three | This record from the Open Molecules 2025 dataset describes 2 unconnected molecules or ions with the total composition C5H11N. The level of theory is the ωB97M-V functional and the def2-TZVPD basis.

Geometry as XYZ:
```
17
C5H11N | the Open Molecules 2025 dataset | the ωB97M-V functional and the def2-TZVPD basis
C 3.51 0.73 -2.73
C 2.21 0.51 -2.55
C 1.59 -0.85 -2.39
H 3.72 1.79 -2.80
H 4.23 -0.05 -2.90
H 1.47 1.27 -2.33
H 1.53 -1.51 -3.24
H 1.94 -1.45 -1.54
H 0.51 -0.78 -2.18
C -3.05 0.03 3.62
C -2.04 -0.13 2.79
N -2.04 -0.05 1.38
H -4.08 0.01 3.27
H -3.05 -0.07 4.69
H -0.96 -0.28 3.02
H -2.93 0.14 0.96
H -1.27 -0.58 1.02
```

* SMILES: C=CC.C=CN
* E_LUMO: 0.8 eV
* orbital gap: 9.13 eV
* molecular weight: 85.15 g/mol
* net charge: 0

=====

three wins, 174.5 kJ/mol ahead of the next structure.

=====

one | This record from the Open Molecules 2025 dataset describes 2 unconnected molecules or ions with the total composition C5H11N. The level of theory is the ωB97M-V functional and the def2-TZVPD basis.

Geometry as XYZ:
```
17
C5H11N | the Open Molecules 2025 dataset | the ωB97M-V functional and the def2-TZVPD basis
C -0.45 0.89 -1.39
C -0.43 1.08 0.14
C 0.70 0.27 0.81
C -0.90 -1.63 1.42
C 0.35 -1.05 1.27
N 0.92 0.58 -1.91
H -0.65 1.83 -1.89
H -1.09 0.06 -1.70
H -0.29 2.16 0.25
H -1.41 0.86 0.59
H 1.42 0.59 1.54
H 1.23 0.01 -1.09
H -0.96 -2.49 2.07
H -1.79 -1.02 1.28
H 1.19 -1.71 1.51
H -0.53 -1.44 -0.29
H 0.79 -0.28 -2.49
```

* E_LUMO: -0.6 eV
* orbital gap: 6.98 eV
* molecular weight: 85.15 g/mol
* net charge: 0

=====

two | This record from the Open Molecules 2025 dataset describes C5H11N in the gas phase. The level of theory is the ωB97M-V functional and the def2-TZVPD basis.

Geometry as XYZ:
```
17
C5H11N | the Open Molecules 2025 dataset | the ωB97M-V functional and the def2-TZVPD basis
C 0.56 -0.93 0.57
C 0.54 0.11 -0.47
C -1.61 0.59 0.56
C -1.03 0.27 -0.74
C 1.23 1.40 -0.05
N 0.35 -2.23 0.21
H 0.96 -0.76 1.56
H 0.98 -0.25 -1.41
H 0.01 -2.42 -0.73
H 0.13 -2.90 0.93
H -2.65 0.90 0.61
H -1.08 0.77 1.48
H -1.29 -0.73 -1.14
H -1.29 0.98 -1.55
H 0.86 1.76 0.92
H 2.31 1.26 0.03
H 1.03 2.19 -0.77
```

* E_LUMO (alpha / beta): 1.2 / 0.9 eV
* orbital gap (alpha / beta): 8.64 / 6.74 eV
* molecular weight: 85.15 g/mol
* net charge: 0

=====

two wins, 254.5 kJ/mol ahead of the next structure.